Entry from OMol25: a molecular structure, C28H38AsF5N4O3P2PtS in a non-equilibrium geometry (ωB97M-V with the def2-TZVPD basis set).

Properties
DFT total energy: -5469.95966 Eh
E_HOMO: -7.20 eV
Kohn-Sham gap: 7.00 eV
Energy above the lowest of the compared OMol25 structures with the same formula, charge and spin: 2.035 eV

Geometry as XYZ:
```
83
Properties=species:S:1:pos:R:3:mulliken_charge:R:1
Pt 0.464 0.601 0.644 1.75
S 1.118 2.839 0.752 -0.50
C -0.375 3.755 0.617 1.03
C -0.282 5.151 0.630 -0.79
C -1.424 5.928 0.555 -0.57
C -2.673 5.323 0.481 -0.87
C -2.755 3.941 0.472 -0.40
C -1.615 3.143 0.520 -0.75
As -1.854 1.157 0.666 0.79
C -2.752 1.374 2.367 1.03
C -1.912 1.687 3.433 -0.71
C -2.434 1.860 4.703 -0.73
C -3.802 1.738 4.909 -0.52
C -4.640 1.446 3.845 -0.76
C -4.118 1.260 2.573 0.02
C -3.015 1.047 -0.880 0.94
C -2.644 1.771 -2.011 -0.15
C -3.433 1.744 -3.149 -0.76
C -4.602 0.994 -3.161 -0.58
C -4.965 0.258 -2.042 -1.01
C -4.165 0.272 -0.909 -0.26
H 0.694 5.614 0.712 0.43
H -1.343 7.008 0.558 0.36
H -3.572 5.925 0.441 0.41
H -3.728 3.462 0.429 0.33
H -0.847 1.783 3.250 0.24
H -1.780 2.094 5.533 0.42
H -4.211 1.864 5.904 0.37
H -5.707 1.362 4.009 0.42
H -4.780 1.022 1.750 0.28
H -1.735 2.363 -1.987 0.45
H -3.144 2.319 -4.019 0.44
H -5.222 0.978 -4.048 0.38
H -5.875 -0.327 -2.051 0.45
H -4.423 -0.332 -0.048 0.10
C 3.376 1.796 -2.051 -0.72
N 4.088 0.578 -1.677 0.39
C 4.835 -0.071 -2.745 -1.05
P 3.644 -0.293 -0.358 0.50
O 2.829 0.467 0.610 -1.11
O 2.914 -1.607 -0.946 0.14
P 1.536 -2.317 -0.437 0.66
O 1.009 -1.646 0.769 -1.29
N 0.749 -2.357 -1.902 0.38
C -0.229 -3.418 -2.151 -1.00
C 0.412 -1.078 -2.527 -0.42
N 2.006 -3.848 -0.081 0.48
C 1.392 -4.564 1.032 -0.99
C 2.740 -4.649 -1.047 -1.10
N 5.069 -0.943 0.222 0.08
C 6.008 0.084 0.697 -1.04
C 4.909 -2.026 1.197 -0.64
H 4.084 2.619 -2.177 0.26
H 2.663 2.066 -1.273 0.01
H 2.838 1.652 -2.993 0.28
H 5.576 0.621 -3.151 0.37
H 4.173 -0.386 -3.559 0.27
H 5.345 -0.946 -2.347 0.29
H -0.072 -4.245 -1.458 0.32
H -0.105 -3.788 -3.171 0.34
H -1.252 -3.063 -2.026 0.29
H 1.302 -0.450 -2.598 -0.16
H -0.362 -0.531 -1.983 0.11
H 0.043 -1.274 -3.535 0.49
H 0.757 -3.880 1.591 0.29
H 2.162 -4.953 1.702 0.29
H 0.785 -5.400 0.673 0.32
H 3.042 -4.021 -1.883 0.24
H 2.128 -5.473 -1.425 0.39
H 3.636 -5.069 -0.583 0.36
H 6.044 0.908 -0.013 0.35
H 7.002 -0.357 0.777 0.35
H 5.714 0.479 1.675 0.32
H 4.164 -2.738 0.845 -0.03
H 4.596 -1.647 2.176 0.33
H 5.864 -2.540 1.309 0.40
F -1.576 -1.841 0.042 -0.11
C -2.276 -1.208 1.084 -0.38
F -1.406 -1.263 2.171 -0.31
C -3.370 -2.211 1.442 0.54
F -4.362 -1.618 2.137 -0.23
F -2.951 -3.254 2.180 -0.28
F -3.924 -2.717 0.320 -0.25
```